A gas-phase ion, C6H12N (charge +1). Source: the OMol25 dataset; level of theory: wB97M-V/def2-TZVPD.

Output
E_LUMO	-5.085	eV
total charge	+1
max |F|	7.95	eV/A
SMILES	C=[N+]=C(C)C(C)C
E_HOMO	-15.2	eV

Last columns: bonded neighbours and bond lengths (Å).
Positions of all 19 atoms, in Å:
1 C -1.808 -1.249 -1.128  N2 1.215, H8 1.067, H9 1.068
2 N -1.254 -0.899 -0.105  C1 1.215, C3 1.431
3 C 0.053 -0.585 0.386  N2 1.431, C4 1.457, C5 1.385
4 C 0.773 -1.575 1.176  C3 1.457, H10 1.115, H11 1.186, H12 1.077
5 C 0.638 0.660 0.221  C3 1.385, C6 1.543, C7 1.552, H13 1.097
6 C 0.827 1.029 -1.265  C5 1.543, H14 1.053, H15 1.063, H16 1.090
7 C -0.399 1.579 0.921  C5 1.552, H17 1.155, H18 1.112, H19 1.054
8 H -2.871 -1.271 -1.225  C1 1.067
9 H -1.278 -1.817 -1.860  C1 1.068
10 H 1.425 -2.163 0.489  C4 1.115
11 H 0.046 -2.440 1.539  C4 1.186
12 H 1.266 -0.961 1.910  C4 1.077
13 H 1.684 0.677 0.550  C5 1.097
14 H 1.518 0.323 -1.628  C6 1.053
15 H -0.079 0.951 -1.815  C6 1.063
16 H 1.306 1.988 -1.462  C6 1.090
17 H -0.617 1.435 2.046  C7 1.155
18 H -1.317 1.807 0.336  C7 1.112
19 H 0.089 2.512 0.913  C7 1.054

A gas-phase ion, C6H12N (charge +1). Source: the OMol25 dataset; level of theory: wB97M-V/def2-TZVPD.

Output
E_LUMO	-3.582	eV
total charge	+1
max |F|	2.63	eV/A
SMILES	C=CC(=C)CC[NH3+]
E_HOMO	-13.4	eV

Last columns: bonded neighbours and bond lengths (Å).
Positions of all 19 atoms, in Å:
1 C -0.727 1.741 2.179  C2 1.346, H8 1.085, H9 1.096
2 C -0.872 0.784 1.243  C1 1.346, C3 1.468, H10 1.082
3 C -0.027 0.792 0.042  C2 1.468, C4 1.354, C5 1.514
4 C -0.419 1.485 -1.053  C3 1.354, H11 1.079, H12 1.071
5 C 1.193 -0.092 -0.098  C3 1.514, C6 1.535, H13 1.099, H14 1.090
6 C 0.865 -1.591 -0.139  C5 1.535, N7 1.526, H15 1.101, H16 1.107
7 N -0.099 -1.858 -1.291  C6 1.526, H17 1.025, H18 1.021, H19 1.022
8 H -0.289 2.735 2.180  C1 1.085
9 H -1.480 1.676 2.973  C1 1.096
10 H -1.766 0.180 1.307  C2 1.082
11 H -0.079 1.456 -2.077  C4 1.079
12 H -1.166 2.243 -0.927  C4 1.071
13 H 1.626 0.251 -1.048  C5 1.099
14 H 1.876 -0.013 0.748  C5 1.090
15 H 0.424 -1.895 0.822  C6 1.101
16 H 1.839 -2.109 -0.236  C6 1.107
17 H -0.651 -1.006 -1.436  N7 1.025
18 H -0.663 -2.674 -1.049  N7 1.021
19 H 0.415 -2.102 -2.140  N7 1.022

A gas-phase ion, C6H12N (charge +1). Source: the OMol25 dataset; level of theory: wB97M-V/def2-TZVPD.

Output
E_LUMO	-5.627	eV
total charge	+1
max |F|	5.55	eV/A
SMILES	C=[NH+]/C=C/CCC
E_HOMO	-14.1	eV

Last columns: bonded neighbours and bond lengths (Å).
Positions of all 19 atoms, in Å:
1 C 3.495 1.171 -1.452  N2 1.302, H8 1.141, H9 1.105
2 N 2.703 0.609 -0.584  C1 1.302, C3 1.362, H10 1.024
3 C 1.347 0.726 -0.555  N2 1.362, C4 1.355, H11 1.165
4 C 0.383 0.209 0.246  C3 1.355, C5 1.500, H12 1.077
5 C -1.054 0.288 -0.176  C4 1.500, C6 1.620, H13 1.137, H14 1.167
6 C -1.897 -1.049 0.180  C5 1.620, C7 1.524, H15 1.132, H16 1.138
7 C -2.370 -0.958 1.625  C6 1.524, H17 1.086, H18 1.061, H19 1.089
8 H 2.921 1.754 -2.247  C1 1.141
9 H 4.591 1.313 -1.453  C1 1.105
10 H 3.044 0.048 0.201  N2 1.024
11 H 0.763 1.305 -1.381  C3 1.165
12 H 0.523 -0.354 1.153  C4 1.077
13 H -1.593 1.118 0.383  C5 1.137
14 H -1.108 0.153 -1.334  C5 1.167
15 H -2.794 -1.261 -0.478  C6 1.132
16 H -1.260 -1.969 -0.028  C6 1.138
17 H -3.009 -0.087 1.743  C7 1.086
18 H -1.648 -1.218 2.356  C7 1.061
19 H -3.039 -1.799 1.801  C7 1.089

A gas-phase ion, C6H12N (charge +1). Source: the OMol25 dataset; level of theory: wB97M-V/def2-TZVPD.

Output
E_LUMO	-5.965	eV
total charge	+1
max |F|	1.22	eV/A
E_HOMO	-13.9	eV

Last columns: bonded neighbours and bond lengths (Å).
Positions of all 19 atoms, in Å:
1 C -0.082 0.048 -1.207  C2 1.666, C3 1.400, H8 1.085, H9 1.087
2 C -0.237 -0.972 0.101  C1 1.666, C4 1.478, N7 1.214
3 C 0.248 1.276 -0.620  C1 1.400, C5 1.455, H10 1.084
4 C -1.613 -1.458 0.337  C2 1.478, H11 1.089, H12 1.085, H13 1.090
5 C -0.724 2.240 -0.127  C3 1.455, H14 1.096, H15 1.094, H16 1.085
6 C 2.096 -0.988 0.821  N7 1.400, H17 1.091, H18 1.093, H19 1.091
7 N 0.731 -1.294 0.760  C2 1.214, C6 1.400
8 H -1.059 0.020 -1.680  C1 1.085
9 H 0.696 -0.421 -1.803  C1 1.087
10 H 1.289 1.527 -0.455  C3 1.084
11 H -1.579 -2.543 0.423  C4 1.089
12 H -2.317 -1.187 -0.442  C4 1.085
13 H -1.975 -1.074 1.291  C4 1.090
14 H -0.579 3.185 -0.663  C5 1.096
15 H -0.515 2.495 0.917  C5 1.094
16 H -1.753 1.917 -0.245  C5 1.085
17 H 2.656 -1.923 0.768  C6 1.091
18 H 2.419 -0.308 0.029  C6 1.093
19 H 2.300 -0.540 1.795  C6 1.091

2 unconnected molecules or ions with the total composition C6H12N2. Source: the OMol25 dataset; level of theory: wB97M-V/def2-TZVPD.

Output
E_LUMO	0.914	eV
total charge	0
max |F|	1.77	eV/A
SMILES	Cc1c[nH]cn1.CC
E_HOMO	-8.5	eV

Last columns: bonded neighbours and bond lengths (Å).
Positions of all 20 atoms, in Å:
1 C -2.487 0.547 0.386  C2 1.486, H7 1.091, H8 1.095, H9 1.081
2 C -1.256 1.209 -0.119  C1 1.486, C3 1.379, N6 1.366
3 C -1.062 2.561 -0.309  C2 1.379, N4 1.377, H10 1.082
4 N 0.143 2.639 -0.973  C3 1.377, C5 1.380, H11 1.007
5 C 0.754 1.404 -0.917  N4 1.380, N6 1.312, H12 1.080
6 N -0.087 0.552 -0.381  C2 1.366, C5 1.312
7 H -2.736 -0.268 -0.297  C1 1.091
8 H -3.324 1.242 0.264  C1 1.095
9 H -2.492 0.279 1.433  C1 1.081
10 H -1.468 3.397 0.245  C3 1.082
11 H 0.557 3.503 -1.282  N4 1.007
12 H 1.808 1.229 -1.077  C5 1.080
13 C 0.940 -2.725 0.004  C14 1.521, H15 1.089, H16 1.075, H17 1.100
14 C 2.006 -1.889 0.695  C13 1.521, H18 1.102, H19 1.080, H20 1.104
15 H 0.838 -2.453 -1.045  C13 1.089
16 H 1.043 -3.775 0.209  C13 1.075
17 H -0.027 -2.529 0.490  C13 1.100
18 H 3.012 -2.020 0.265  C14 1.102
19 H 1.998 -2.105 1.753  C14 1.080
20 H 1.840 -0.799 0.655  C14 1.104

2 unconnected molecules or ions with the total composition C6H12N2. Source: the OMol25 dataset; level of theory: wB97M-V/def2-TZVPD.

Output
E_LUMO	0.933	eV
total charge	0
max |F|	7.50	eV/A
SMILES	Cc1c[nH]cn1.CC
E_HOMO	-8.3	eV

Last columns: bonded neighbours and bond lengths (Å).
Positions of all 20 atoms, in Å:
1 C 0.793 -1.848 -0.958  C2 1.443, H7 1.036, H8 1.060, H9 1.091
2 C 1.154 -0.481 -0.664  C1 1.443, C3 1.449, N6 1.367
3 C 2.124 0.307 0.068  C2 1.449, N4 1.402, H10 0.979
4 N 1.824 1.676 0.031  C3 1.402, C5 1.459, H11 0.956
5 C 0.616 1.657 -0.787  N4 1.459, N6 1.299, H12 1.097
6 N 0.264 0.451 -1.118  C2 1.367, C5 1.299
7 H 1.472 -2.148 -1.680  C1 1.036
8 H -0.216 -1.965 -1.262  C1 1.060
9 H 0.936 -2.583 -0.164  C1 1.091
10 H 2.833 -0.057 0.637  C3 0.979
11 H 1.997 2.382 0.652  N4 0.956
12 H 0.229 2.664 -0.985  C5 1.097
13 C -2.298 -0.603 1.963  C14 1.529, H15 1.015, H16 1.084, H17 1.102
14 C -3.273 -0.657 0.786  C13 1.529, H18 1.131, H19 1.058, H20 1.063
15 H -2.176 -1.538 2.338  C13 1.015
16 H -1.315 -0.457 1.528  C13 1.084
17 H -2.439 0.267 2.625  C13 1.102
18 H -3.704 0.384 0.691  C14 1.131
19 H -2.824 -0.790 -0.162  C14 1.058
20 H -4.105 -1.303 0.934  C14 1.063

A single C6H12N2 molecule. Source: the OMol25 dataset; level of theory: wB97M-V/def2-TZVPD.

Output
E_LUMO	0.581	eV
total charge	0
max |F|	3.27	eV/A
SMILES	[H]/N=C(/CC(C)C)N=C
E_HOMO	-8.5	eV

Last columns: bonded neighbours and bond lengths (Å).
Positions of all 20 atoms, in Å:
1 H -0.308 -3.089 -1.480  N2 1.019
2 N -0.998 -2.376 -1.252  H1 1.019, C3 1.271
3 C -0.528 -1.400 -0.587  N2 1.271, C4 1.494, N8 1.388
4 C -1.413 -0.267 -0.180  C3 1.494, C5 1.504, H10 1.098, H11 1.092
5 C -0.717 0.752 0.678  C4 1.504, C6 1.891, C7 1.505, H12 1.090
6 C 1.044 0.395 1.268  C5 1.891, H13 1.086, H14 1.086, H15 1.087
7 C -0.789 2.144 0.111  C5 1.505, H16 1.090, H17 1.104, H18 1.091
8 N 0.807 -1.263 -0.232  C3 1.388, C9 1.276
9 C 1.804 -1.339 -1.023  N8 1.276, H19 1.084, H20 1.090
10 H -1.866 0.104 -1.110  C4 1.098
11 H -2.256 -0.675 0.383  C4 1.092
12 H -1.131 0.720 1.687  C5 1.090
13 H 0.807 0.469 2.326  C6 1.086
14 H 1.928 -0.230 1.353  C6 1.086
15 H 1.528 1.301 0.914  C6 1.087
16 H -1.553 2.757 0.587  C7 1.090
17 H 0.191 2.643 0.215  C7 1.104
18 H -1.019 2.197 -0.955  C7 1.091
19 H 2.773 -1.568 -0.596  C9 1.084
20 H 1.697 -1.274 -2.106  C9 1.090

A single C6H12N2 molecule. Source: the OMol25 dataset; level of theory: wB97M-V/def2-TZVPD.

Output
E_LUMO	0.961	eV
total charge	0
max |F|	6.27	eV/A
SMILES	C[C@@]12CNC[C@]1(C)N2
E_HOMO	-9.0	eV

Last columns: bonded neighbours and bond lengths (Å).
Positions of all 20 atoms, in Å:
1 C -2.113 0.103 -0.115  C2 1.600, H9 1.185, H10 1.120, H11 1.223
2 C -0.616 0.429 0.348  C1 1.600, C3 1.573, C6 1.368, N8 1.497
3 C -0.039 -0.761 1.199  C2 1.573, N4 1.462, H12 1.045, H13 1.267
4 N 0.255 -1.635 0.066  C3 1.462, C5 1.595, H14 1.019
5 C 0.181 -0.692 -1.218  N4 1.595, C6 1.520, H15 1.258, H16 1.139
6 C 0.379 0.664 -0.560  C2 1.368, C5 1.520, C7 1.677, N8 1.543
7 C 1.913 0.724 0.115  C6 1.677, H17 1.194, H18 1.197, H19 1.141
8 N -0.278 1.872 0.140  C2 1.497, C6 1.543, H20 0.979
9 H -2.522 0.867 -0.923  C1 1.185
10 H -2.703 0.197 0.833  C1 1.120
11 H -1.892 -1.011 -0.569  C1 1.223
12 H 0.887 -0.557 1.637  C3 1.045
13 H -0.821 -1.083 2.144  C3 1.267
14 H 1.240 -1.894 0.041  N4 1.019
15 H 1.081 -1.143 -1.972  C5 1.258
16 H -0.891 -0.924 -1.524  C5 1.139
17 H 2.348 1.795 -0.183  C7 1.194
18 H 2.639 -0.101 -0.359  C7 1.197
19 H 1.958 0.845 1.249  C7 1.141
20 H -1.008 2.304 -0.350  N8 0.979

Question: Which of these has the highest E_HOMO?
Answer: number 6

Question: Look up the max |F| of the fifth one.
Answer: 1.77 eV/A

Copy entry 1 word for word.
A gas-phase ion, C6H12N (charge +1). Source: the OMol25 dataset; level of theory: wB97M-V/def2-TZVPD.

Output
E_LUMO	-5.085	eV
total charge	+1
max |F|	7.95	eV/A
SMILES	C=[N+]=C(C)C(C)C
E_HOMO	-15.2	eV

Last columns: bonded neighbours and bond lengths (Å).
Positions of all 19 atoms, in Å:
1 C -1.808 -1.249 -1.128  N2 1.215, H8 1.067, H9 1.068
2 N -1.254 -0.899 -0.105  C1 1.215, C3 1.431
3 C 0.053 -0.585 0.386  N2 1.431, C4 1.457, C5 1.385
4 C 0.773 -1.575 1.176  C3 1.457, H10 1.115, H11 1.186, H12 1.077
5 C 0.638 0.660 0.221  C3 1.385, C6 1.543, C7 1.552, H13 1.097
6 C 0.827 1.029 -1.265  C5 1.543, H14 1.053, H15 1.063, H16 1.090
7 C -0.399 1.579 0.921  C5 1.552, H17 1.155, H18 1.112, H19 1.054
8 H -2.871 -1.271 -1.225  C1 1.067
9 H -1.278 -1.817 -1.860  C1 1.068
10 H 1.425 -2.163 0.489  C4 1.115
11 H 0.046 -2.440 1.539  C4 1.186
12 H 1.266 -0.961 1.910  C4 1.077
13 H 1.684 0.677 0.550  C5 1.097
14 H 1.518 0.323 -1.628  C6 1.053
15 H -0.079 0.951 -1.815  C6 1.063
16 H 1.306 1.988 -1.462  C6 1.090
17 H -0.617 1.435 2.046  C7 1.155
18 H -1.317 1.807 0.336  C7 1.112
19 H 0.089 2.512 0.913  C7 1.054